(1)
Molecular formula: C48H95FNO12PS2
Method: DFT, ωB97M-V/def2-TZVPD

XYZ file:
```
160
C48H95FNO12PS2, DFT ωB97M-V/def2-TZVPD
C 3.0863 0.7932 5.3395
C 2.1958 -0.4542 4.9030
C 2.4365 -0.7935 3.3505
C 1.1390 -1.4781 2.6975
N -0.0929 -0.6781 2.9059
C -0.4227 0.2086 1.7605
C 0.4754 1.4984 1.5984
C 0.8099 2.3278 2.9096
C -0.2274 2.2513 4.0979
P -1.9773 2.7995 3.6886
F -1.9055 4.2979 2.8881
C -2.7122 3.2227 5.3994
C -4.2921 2.6418 5.4298
C -5.0650 2.7359 3.9675
O -5.3458 3.6666 5.2320
C -1.2643 -1.5735 3.0238
S -1.6066 -2.7287 1.8439
S -2.3976 -1.4303 4.4591
C -4.0350 -2.1568 4.0221
C -5.2566 -1.1570 4.2849
C -6.0760 -0.8050 2.9680
H 3.9063 0.9062 4.5592
H 3.6150 0.5563 6.3161
H 2.5261 1.7697 5.4065
H 2.5298 -1.3586 5.5299
H 1.0929 -0.3134 5.1332
H 2.7404 0.1522 2.8177
H 3.3378 -1.4855 3.3156
H 1.3062 -1.8017 1.6267
H 0.9993 -2.4392 3.2967
H -0.2672 -0.4162 0.8119
H -1.5207 0.5109 1.7203
H 1.4716 1.1538 1.1611
H 0.0112 2.1925 0.8381
H 0.8649 3.4255 2.6012
H 1.8701 2.0629 3.2172
H -0.3060 1.2468 4.6118
H 0.1563 2.9699 4.9041
H -2.2039 2.6730 6.2418
H -2.7943 4.3336 5.5693
H -4.5160 1.7092 6.0975
H -4.6094 3.5807 3.3767
H -6.1504 2.4572 3.9693
H -4.2091 -3.0541 4.6939
H -4.1200 -2.5306 2.9622
H -5.9839 -1.5378 5.0644
H -4.8254 -0.1972 4.7099
H -7.1931 -0.7536 3.1802
H -5.8147 0.2138 2.5337
H -5.8888 -1.5869 2.1779
C -1.7577 6.7952 0.8729
C -2.4979 6.9926 -0.4226
C -3.9360 7.4310 -0.3382
O -1.9557 6.8053 -1.4950
H -0.7345 6.4800 0.6603
H -1.7264 7.7339 1.4294
H -2.2463 6.0204 1.4653
H -4.0004 8.3974 0.1656
H -4.5209 6.6841 0.2017
H -4.3421 7.5330 -1.3417
C 0.0256 -3.4748 -2.2566
C 0.4010 -2.0927 -1.7939
C -0.5608 -0.9745 -2.0991
O 1.4408 -1.8858 -1.1962
H 0.8073 -4.1760 -1.9685
H -0.9091 -3.7815 -1.7869
H -0.0750 -3.4891 -3.3447
H -1.5233 -1.1715 -1.6227
H -0.6877 -0.8772 -3.1796
H -0.1616 -0.0368 -1.7074
C 2.3209 -1.1038 -5.3857
C 1.2932 -0.5613 -6.3418
C 1.2364 0.9321 -6.5251
O 0.5390 -1.3005 -6.9419
H 2.2469 -2.1919 -5.3543
H 3.3232 -0.8309 -5.7219
H 2.1385 -0.7107 -4.3830
H 2.1903 1.2957 -6.9122
H 1.0075 1.4151 -5.5731
H 0.4509 1.1791 -7.2408
C 3.0812 -5.5714 -8.9052
C 3.4576 -4.1884 -8.4467
C 2.4963 -3.0713 -8.7546
O 4.4964 -3.9801 -7.8503
H 3.8624 -6.2731 -8.6159
H 2.1464 -5.8769 -8.4353
H 2.9805 -5.5875 -9.9929
H 1.5349 -3.2665 -8.2768
H 2.3695 -2.9764 -9.8350
H 2.8957 -2.1338 -8.3656
C 1.7294 8.0683 2.3041
C 1.1927 9.1590 1.4150
C 2.1431 9.7740 0.4222
O 0.0397 9.5273 1.4955
H 0.9361 7.7191 2.9669
H 2.0732 7.2287 1.6964
H 2.5499 8.4542 2.9123
H 2.5051 9.0098 -0.2685
H 2.9820 10.2356 0.9470
H 1.6213 10.5431 -0.1489
C -4.2888 -1.2349 -7.3679
C -3.8286 -2.3752 -6.4986
C -3.0115 -3.4575 -7.1525
O -4.1053 -2.4195 -5.3176
H -4.8654 -0.5313 -6.7658
H -3.4249 -0.7137 -7.7852
H -4.9250 -1.6126 -8.1709
H -2.0913 -3.0329 -7.5598
H -3.5912 -3.9339 -7.9458
H -2.7499 -4.2118 -6.4090
C 6.0105 0.9935 1.2288
C 6.4813 -0.1276 2.1170
C 7.2778 -1.2322 1.4746
O 6.2281 -0.1403 3.3040
H 5.4507 1.7161 1.8247
H 6.8686 1.4985 0.7808
H 5.3555 0.5999 0.4488
H 8.1921 -0.8258 1.0375
H 6.6787 -1.7238 0.7055
H 7.5492 -1.9694 2.2315
C 0.1516 -6.0132 1.7117
C 0.2333 -6.4251 0.2685
C 1.0324 -7.6580 -0.0633
O -0.3263 -5.7800 -0.5936
H -0.4546 -5.1095 1.7835
H -0.3171 -6.8028 2.3028
H 1.1518 -5.7992 2.0943
H 0.6043 -8.5257 0.4424
H 2.0721 -7.5201 0.2400
H 1.0016 -7.8298 -1.1404
C 2.2473 -8.6619 -5.1622
C 2.6344 -8.9003 -6.5977
C 3.1095 -10.2806 -6.9671
O 2.5662 -8.0142 -7.4248
H 1.9258 -7.6264 -5.0415
H 1.4210 -9.3199 -4.8856
H 3.1053 -8.8405 -4.5111
H 2.3214 -11.0102 -6.7705
H 4.0056 -10.5308 -6.3959
H 3.3533 -10.3066 -8.0301
C 4.7214 -1.7090 9.6082
C 4.6866 -2.2619 8.2078
C 5.9839 -2.7578 7.6263
O 3.6535 -2.3059 7.5729
H 3.7186 -1.3903 9.8960
H 5.0574 -2.4802 10.3043
H 5.3892 -0.8463 9.6508
H 6.3758 -3.5756 8.2347
H 6.7074 -1.9415 7.5811
H 5.8089 -3.1265 6.6147
C -8.4037 9.4869 -1.5778
C -7.5968 8.4811 -0.7997
C -8.2031 7.9374 0.4670
O -6.5007 8.1227 -1.1784
H -7.8448 9.7907 -2.4640
H -9.3482 9.0405 -1.8950
H -8.5917 10.3690 -0.9625
H -9.1388 7.4225 0.2403
H -8.3822 8.7509 1.1728
H -7.5129 7.2253 0.9216
```

As for the SMILES: CCCCN(CCCCP(F)C[C@@H]1CO1)C(=S)SCCC.CC(C)=O.CC(C)=O.CC(C)=O.CC(C)=O.CC(C)=O.CC(C)=O.CC(C)=O.CC(C)=O.CC(C)=O.CC(C)=O.CC(C)=O. The value obtained for the energy is -111047.627 eV. The HOMO-LUMO gap is 8.33 eV. The energy above the lowest of the compared OMol25 structures with the same formula, charge and spin is 81.8 kcal per mole. For the largest force on an atom, the calculation gives 5.70 eV/Å.

(2)
Molecular formula: C12H27IN3OP2
Method: DFT, ωB97M-V/def2-TZVPD

XYZ file:
```
46
C12H27IN3OP2, DFT ωB97M-V/def2-TZVPD
H -2.5358 -3.0680 0.9623
N -3.3192 -2.5639 1.3850
C -3.5285 -1.4610 0.8013
C -2.7666 -0.9276 -0.3831
C -2.0683 0.4483 -0.2372
P -3.2121 1.9339 0.0654
N -4.5472 1.4356 -0.8871
O -3.7788 1.5351 1.5655
C -1.2530 0.6966 -1.5148
N 0.2164 0.5609 -1.1545
C 0.7700 -0.8112 -1.4747
C 2.1718 -0.7918 -2.1148
C 3.2631 -1.6113 -1.3919
C 4.5136 -0.8136 -0.9949
C 0.2851 0.9865 0.3434
I 0.2324 3.1542 0.2082
P 1.8910 0.3997 1.1420
C 2.6555 1.8297 1.9716
C 1.3614 -0.5905 2.6061
C -1.0037 0.3824 0.8721
H -4.3462 -0.8566 1.1755
H -2.0060 -1.6761 -0.6448
H -3.4594 -0.8539 -1.2264
H -4.7419 2.1080 -1.6214
H -5.3934 1.3197 -0.3408
H -3.6900 2.2868 2.1664
H -1.4262 1.6639 -1.9913
H -1.4658 -0.0587 -2.2689
H 0.7321 1.2488 -1.7017
H 0.7330 -1.4105 -0.5636
H 0.0610 -1.2460 -2.1762
H 2.5148 0.2442 -2.2104
H 2.0485 -1.1791 -3.1268
H 2.8393 -2.1273 -0.5286
H 3.5828 -2.3996 -2.0776
H 4.2869 0.2451 -0.8494
H 4.9324 -1.1745 -0.0542
H 5.2874 -0.8897 -1.7589
H 3.2546 2.3932 1.2574
H 3.3400 1.3826 2.6981
H 1.9750 2.4939 2.5033
H 0.2904 -0.6473 2.7752
H 1.7496 -1.6027 2.4902
H 1.8032 -0.1498 3.5008
H -0.8214 -0.6691 1.1124
H -1.2706 0.8721 1.8102
```

As for the SMILES: [H]/N=C\C[C@]1(P(N)O)C[N@H+](CCCC)[C@](I)(P(C)C)C1. The value obtained for the energy is -46071.754 eV. The HOMO-LUMO gap is 8.42 eV. For the largest force on an atom, the calculation gives 0.57 eV/Å. The total charge is +1.

(3)
Molecular formula: C3H8N2
Method: DFT, ωB97M-V/def2-TZVPD

XYZ file:
```
13
C3H8N2, DFT ωB97M-V/def2-TZVPD
C -1.3601 -1.9575 1.5423
N -1.8381 -1.9958 0.3781
C -1.3775 -0.9749 -0.5680
H -1.3946 -2.8556 2.1413
H -0.9427 -1.0601 2.0111
H -0.3576 -0.6515 -0.3542
H -1.3986 -1.4045 -1.5613
H -2.0308 -0.0999 -0.5460
C 2.3620 2.3943 -0.3118
N 2.1599 1.9072 -1.4554
H 3.3973 2.5468 -0.0270
H 1.5441 2.6390 0.3719
H 1.2367 1.5125 -1.6210
```

As for the SMILES: C=NC.C=N. The value obtained for the energy is -6218.605 eV. The HOMO-LUMO gap is 10.41 eV. The energy above the lowest of the compared OMol25 structures with the same formula, charge and spin is 74.8 kcal per mole. For the largest force on an atom, the calculation gives 1.32 eV/Å.

(4)
Molecular formula: C5H8Cl3F
Method: DFT, ωB97M-V/def2-TZVPD

XYZ file:
```
17
C5H8Cl3F, DFT ωB97M-V/def2-TZVPD
C -0.5062 -1.4417 -0.6746
C 0.9163 1.1664 0.7148
C -1.1980 -0.3840 0.1046
C -0.2182 0.3851 1.0797
C -1.4325 1.4294 2.3669
F 0.1608 -0.6185 2.0691
Cl -1.5393 3.0665 1.7284
Cl -3.0494 0.6866 2.4455
Cl -0.5593 1.3858 3.8763
H -0.0703 -2.1785 -0.0491
H 0.2842 -1.0435 -1.4361
H -1.3072 -1.8956 -1.2251
H 1.5960 0.4909 0.1135
H 1.4908 1.4129 1.6533
H 0.6087 2.1264 0.2210
H -1.4642 0.4053 -0.6926
H -1.9325 -0.8996 0.7450
```

The value obtained for the energy is -45597.668 eV. The HOMO-LUMO gap is 10.09 eV. The energy above the lowest of the compared OMol25 structures with the same formula, charge and spin is 25.8 kcal per mole. For the largest force on an atom, the calculation gives 6.66 eV/Å.

(5)
Molecular formula: C38H79Br15O4Si2
Method: DFT, ωB97M-V/def2-TZVPD

XYZ file:
```
138
C38H79Br15O4Si2, DFT ωB97M-V/def2-TZVPD
C 0.6642 1.9571 6.4199
C 1.1270 2.1176 5.1609
C 2.1987 1.2603 4.5585
Si 1.6092 0.2802 3.0849
C 0.2291 -0.9147 3.5330
O -0.7101 -0.2942 4.4009
O -1.7300 -1.2904 4.6894
O 2.8229 -0.7019 2.5769
C 4.0294 -0.0997 2.1054
C 4.0357 0.2392 0.6086
C 4.5587 1.6589 0.3602
O 1.2395 1.3703 1.8994
Si -0.2045 1.6008 1.1177
C -0.1700 1.0386 -0.6690
C -0.9693 -0.2660 -0.9442
C -0.1117 -1.4871 -1.2856
C 0.5685 -2.1130 -0.0586
C 1.0480 -3.5475 -0.3030
C -0.0587 -4.5338 -0.6731
C -1.1950 -4.5557 0.3667
C -2.4066 -3.6945 -0.0220
C -3.7162 -4.0500 0.6909
C -3.8497 -3.3851 2.0665
C -3.5019 -1.8928 2.1339
C -4.4833 -1.0442 2.9475
C -3.8940 0.3353 3.3053
C -4.2982 1.4520 2.3231
C -0.5565 3.4515 1.2469
C -0.2049 4.2479 -0.0152
C -1.4235 4.7515 -0.7794
Br 0.8730 5.8356 0.5167
H -0.3127 2.3089 6.7261
H 1.2711 1.4083 7.1362
H 0.7299 2.9366 4.5633
H 2.5638 0.5463 5.3034
H 3.0567 1.8736 4.2536
H -0.2999 -1.3303 2.6678
H 0.6998 -1.7623 4.0498
H -2.5119 -0.8807 4.2962
H 4.2803 0.7996 2.6761
H 4.8279 -0.8202 2.2956
H 3.0321 0.1658 0.1920
H 4.7260 -0.4429 0.1093
H 4.6440 1.8512 -0.7131
H 3.8725 2.3972 0.7863
H 5.5436 1.7988 0.8136
H -1.3518 0.9039 1.7485
H 0.8587 0.9521 -1.0396
H -0.6264 1.8327 -1.2706
H -1.6476 -0.0855 -1.7835
H -1.6004 -0.4993 -0.0786
H 0.6684 -1.1671 -1.9853
H -0.7555 -2.2236 -1.7700
H 1.4209 -1.4844 0.2066
H -0.1511 -2.1195 0.7685
H 1.8315 -3.5105 -1.0626
H 1.5174 -3.9042 0.6219
H 0.3723 -5.5361 -0.7268
H -0.4437 -4.3136 -1.6740
H -1.5364 -5.5830 0.5148
H -0.7919 -4.1653 1.3091
H -2.5436 -3.7914 -1.1059
H -2.1596 -2.6455 0.1568
H -3.7221 -5.1331 0.8660
H -4.5575 -3.8279 0.0440
H -3.1849 -3.9231 2.7476
H -4.8768 -3.5268 2.4184
H -2.4968 -1.7874 2.5568
H -3.4522 -1.4705 1.1238
H -4.7523 -1.5787 3.8640
H -5.3815 -0.8840 2.3441
H -4.1709 0.6084 4.3261
H -2.8011 0.2623 3.2784
H -4.9764 2.1648 2.7947
H -3.4277 2.0135 1.9750
H -4.8010 1.0425 1.4442
H 0.0198 3.8285 2.0927
H -1.6190 3.5722 1.4690
H 0.4696 3.7152 -0.6813
H -1.7773 3.9834 -1.4754
H -1.2191 5.6659 -1.3312
H -2.2445 4.9558 -0.0886
Br 2.5683 -3.1401 -3.9057
C 3.6101 -1.6853 -3.1463
C 5.0166 -1.6461 -3.6724
Br 6.1252 -3.0400 -2.8892
H 3.5700 -1.8168 -2.0707
H 3.0813 -0.7745 -3.4216
H 5.4938 -0.7061 -3.4030
H 5.0622 -1.7786 -4.7482
Br 5.1365 8.2189 -0.6479
C 3.6897 8.5702 0.6018
C 4.1663 8.5730 2.0298
Br 4.5043 6.7777 2.6910
H 2.9343 7.8135 0.4196
H 3.3006 9.5491 0.3323
H 3.4001 8.9854 2.6820
H 5.0891 9.1299 2.1529
Br 4.2422 1.6400 -6.2458
C 5.3524 1.2705 -7.7998
C 5.1602 -0.1379 -8.2951
Br 6.0348 -1.4213 -7.1292
H 6.3773 1.4654 -7.5030
H 5.0476 1.9863 -8.5592
H 5.6130 -0.2664 -9.2751
H 4.1130 -0.4181 -8.3370
Br -5.9400 -1.5293 -0.4312
C -7.8463 -1.5597 -0.8166
C -8.4412 -0.1802 -0.7213
Br -8.6254 0.3875 1.1305
H -8.2924 -2.2576 -0.1160
H -7.9458 -1.9481 -1.8281
H -9.4442 -0.1685 -1.1396
H -7.8308 0.5669 -1.2182
Br -5.4751 1.5085 -3.2699
C -6.0734 -0.0247 -4.3018
C -7.2122 0.3119 -5.2258
Br -8.8980 0.5011 -4.2749
H -6.3326 -0.7969 -3.5835
H -5.2068 -0.3431 -4.8764
H -7.3699 -0.4942 -5.9381
H -7.0500 1.2436 -5.7571
Br -1.2146 -3.3915 -4.9054
C -0.1145 -3.9718 -6.3980
C -0.4039 -5.3964 -6.7869
Br 0.3617 -6.6525 -5.5173
H 0.9178 -3.8296 -6.0969
H -0.3501 -3.2960 -7.2170
H 0.0554 -5.6267 -7.7453
H -1.4677 -5.6042 -6.8311
Br 5.5171 -0.5357 5.0549
C 6.6791 0.0588 6.4927
C 5.9361 0.9296 7.4714
Br 5.6028 2.7051 6.7541
H 7.5109 0.5767 6.0273
H 7.0378 -0.8427 6.9837
H 6.5262 1.0788 8.3723
H 4.9680 0.5153 7.7327
```

The value obtained for the energy is -1115272.266 eV. The HOMO-LUMO gap is 8.66 eV. For the largest force on an atom, the calculation gives 1.31 eV/Å.

(6)
Molecular formula: C17H19N3O2S
Method: DFT, ωB97M-V/def2-TZVPD

XYZ file:
```
42
C17H19N3O2S, DFT ωB97M-V/def2-TZVPD
C -0.8806 -4.3803 1.9164
S -2.1879 -3.1409 2.2220
C -1.1953 -1.6886 1.7870
N -0.9542 -0.7606 2.7266
C -0.0444 0.1986 2.4536
C 0.5441 0.9531 3.6629
C 1.4734 1.9737 3.5311
C 1.8577 2.6623 4.6712
C 1.1850 2.3515 5.8996
C 0.3919 1.2287 6.0488
C 0.0207 0.5410 4.9426
N 0.2395 0.6000 1.2656
C 0.0149 -0.2934 0.3155
N 0.3607 0.1139 -0.9319
C 1.8101 -0.1154 -1.2721
C 1.8497 -0.1015 -2.8872
O 1.1881 0.9311 -3.5737
C -0.0403 1.4356 -3.0497
C -0.3988 1.2393 -1.5782
C -0.6312 -1.5375 0.5653
C -0.8989 -2.3814 -0.6090
C -2.3661 -2.7502 -1.2241
O 0.1166 -2.8643 -1.0392
H -1.0797 -4.7527 0.9168
H -1.0093 -5.1247 2.7140
H 0.1475 -3.9627 2.0260
H 1.7864 2.2130 2.5378
H 2.6341 3.4522 4.6817
H 1.3413 2.9065 6.7980
H -0.2480 0.9558 6.8778
H -0.7379 -0.2002 5.0131
H 2.4556 0.6363 -0.8191
H 2.0135 -1.0231 -0.8402
H 2.8844 -0.0088 -3.1452
H 1.6519 -1.1217 -3.2842
H -0.9234 1.1542 -3.6802
H 0.0219 2.5446 -3.0842
H -1.5131 1.1041 -1.5407
H -0.1199 2.1523 -1.0273
H -3.1244 -2.3388 -0.6612
H -2.3402 -2.4304 -2.3089
H -2.4750 -3.7755 -1.0412
```

As for the SMILES: CSc1nc(-c2ccccc2)nc(N2CCOCC2)c1C(C)=O. The value obtained for the energy is -37334.609 eV. The HOMO-LUMO gap is 8.64 eV. The energy above the lowest of the compared OMol25 structures with the same formula, charge and spin is 118.8 kcal per mole. For the largest force on an atom, the calculation gives 5.11 eV/Å.

| no. | LUMO level (Ha) |
| --- | --- |
| 1 | -0.0035 |
| 2 | -0.1185 |
| 3 | 0.0305 |
| 4 | 0.0203 |
| 5 | 0.0037 |
| 6 | 0.0028 |